1.
Density functional theory data (ωB97M-V with the def2-TZVPD basis set) for 2 unconnected molecules or ions with the total composition NO4S.

Geometry (Å):
S1 0.964 1.049 1.711
O1 -1.458 0.450 -0.978
O2 0.776 -0.173 2.509
O3 0.539 0.013 -0.354
O4 -0.374 -1.127 -1.827
N1 -0.446 -0.212 -1.061

energy relative to the best compared isomer or geometry (same formula, charge and spin): 3.2476 eV
E: -20511.558 eV
net charge: -1
HOMO level (alpha / beta): -4.058 / -4.014 eV
orbital gap (alpha / beta): 7.23 / 7.20 eV

=====

2.
Density functional theory data (ωB97M-V with the def2-TZVPD basis set) for 10 unconnected molecules or ions with the total composition C4H25NO11S.

Geometry (Å):
S1 -1.891 0.638 2.096
O1 -1.221 -2.434 3.476
O2 3.888 -0.838 2.014
O3 -3.681 -2.276 2.092
O4 3.455 -0.338 -0.359
O5 3.694 1.329 -2.288
O6 1.970 -0.847 -2.973
O7 -4.685 1.225 -1.043
O8 -1.578 3.889 2.045
O9 1.906 2.284 -0.764
O10 1.224 -1.494 -0.380
O11 -2.110 0.580 -2.829
N1 -0.799 -0.786 -1.507
C1 -0.719 0.019 -0.276
C2 0.415 -0.765 0.570
C3 -2.088 0.059 0.447
C4 -1.279 -0.310 -2.700
H1 2.106 -1.005 -0.345
H2 2.205 1.342 -0.483
H3 4.207 -0.056 2.347
H4 -4.423 1.482 -0.186
H5 -0.033 -1.518 -1.629
H6 1.121 -0.106 1.165
H7 -0.928 -1.559 3.783
H8 -1.230 4.109 1.235
H9 2.494 -0.070 -3.058
H10 -2.489 -0.975 0.335
H11 2.011 -1.021 -1.972
H12 -0.977 -0.919 -3.558
H13 -0.073 -1.558 1.133
H14 -0.813 -2.545 2.667
H15 -3.194 -1.473 2.423
H16 -2.714 0.771 -0.147
H17 4.000 -0.755 -0.970
H18 3.787 -0.622 1.003
H19 3.451 0.700 -1.521
H20 -1.674 2.863 1.966
H21 1.109 2.363 -0.296
H22 -3.248 -2.975 2.526
H23 2.930 1.938 -2.417
H24 -0.231 1.010 -0.435
H25 -3.891 0.644 -1.185

energy relative to the best compared isomer or geometry (same formula, charge and spin): 2.2131 eV
E: -39402.569 eV
net charge: -2
HOMO level: -1.675 eV
orbital gap: 6.89 eV

=====

3.
Density functional theory data (ωB97M-V with the def2-TZVPD basis set) for 2 unconnected molecules or ions with the total composition C5H13N3O2.

Geometry (Å):
O1 5.405 -0.543 0.071
O2 2.940 -0.434 -0.848
N1 3.410 0.508 0.021
N2 0.691 0.648 -0.078
N3 4.526 0.483 0.447
C1 -0.049 -1.506 0.617
C2 -0.502 -0.165 0.024
C3 -1.629 0.424 0.879
C4 -0.990 -0.369 -1.417
C5 0.767 1.841 0.297
H1 -0.218 -0.846 -2.016
H2 -0.868 -2.218 0.607
H3 -2.410 -0.320 1.009
H4 -1.879 -0.992 -1.427
H5 0.286 -1.366 1.641
H6 0.778 -1.914 0.043
H7 1.713 2.343 0.162
H8 6.225 -0.360 0.545
H9 -2.069 1.297 0.400
H10 1.974 -0.194 -0.862
H11 -1.231 0.592 -1.869
H12 -0.039 2.415 0.756
H13 -1.259 0.707 1.861

energy relative to the best compared isomer or geometry (same formula, charge and spin): 4.6690 eV
E: -13957.365 eV
net charge: 0
HOMO level: -9.675 eV
orbital gap: 10.50 eV
structure (SMILES): C=NC(C)(C)C.O/N=N\O

=====

4.
Density functional theory data (ωB97M-V with the def2-TZVPD basis set) for a molecular structure, C20H22N6NiO2.

Geometry (Å):
Ni1 0.316 0.300 -0.151
O1 -0.242 2.260 -0.345
O2 0.817 -0.466 -1.955
N1 0.501 -5.156 -0.269
N2 2.403 0.470 0.116
N3 -1.741 0.038 -0.982
N4 0.511 0.872 1.876
N5 -0.229 -1.750 0.689
N6 -0.576 -4.346 1.602
C1 2.933 0.639 -2.239
C2 -2.045 3.738 -0.072
C3 1.701 -0.278 -4.117
C4 0.048 -4.098 0.453
C5 2.668 0.174 -4.977
C6 1.708 0.281 2.424
C7 1.769 -0.045 -2.714
C8 0.225 -2.776 -0.003
C9 -2.024 3.334 2.668
C10 -2.939 4.392 0.735
C11 -0.873 -1.996 1.835
C12 -0.126 1.788 2.496
C13 -1.082 2.821 0.446
C14 3.901 1.093 -3.152
C15 3.783 0.878 -4.501
C16 -1.115 2.621 1.870
C17 2.845 0.698 1.487
C18 -2.940 4.200 2.125
C19 -1.036 -3.294 2.276
C20 3.173 0.838 -0.840
H1 -1.243 -1.146 2.393
H2 -3.644 4.727 2.754
H3 4.122 1.330 -0.594
H4 -2.038 3.905 -1.143
H5 1.905 0.600 3.453
H6 0.739 -2.556 -0.934
H7 3.749 0.120 1.698
H8 -1.998 3.172 3.741
H9 -2.514 0.163 -0.340
H10 0.501 -6.063 0.160
H11 1.616 -0.808 2.404
H12 4.765 1.622 -2.763
H13 -3.648 5.085 0.296
H14 1.084 -4.997 -1.070
H15 0.110 1.998 3.548
H16 -1.771 0.767 -1.684
H17 3.070 1.758 1.651
H18 0.833 -0.816 -4.480
H19 -1.549 -3.505 3.207
H20 2.571 -0.016 -6.040
H21 -1.807 -0.862 -1.439
H22 4.537 1.241 -5.187

energy relative to the best compared isomer or geometry (same formula, charge and spin): 0.0000 eV
E: -75177.559 eV
net charge: 0
HOMO level (alpha / beta): -7.226 / -7.236 eV
orbital gap (alpha / beta): 7.42 / 7.45 eV
multiplicity: 3

=====

5.
Density functional theory data (ωB97M-V with the def2-TZVPD basis set) for 2 unconnected molecules or ions with the total composition C5H17N2O.

Geometry (Å):
O1 0.622 2.389 -0.369
N1 -1.767 1.221 0.314
N2 1.988 0.124 -1.483
C1 -2.468 -0.088 0.548
C2 1.066 -0.843 0.631
C3 -0.249 -1.430 0.080
C4 -1.512 -1.211 0.915
C5 2.143 -0.943 -0.461
H1 -3.252 0.004 1.289
H2 -2.427 1.995 0.229
H3 -1.152 1.447 1.088
H4 1.416 -1.563 1.375
H5 1.196 3.165 -0.325
H6 -1.248 -1.161 1.975
H7 1.277 1.766 -0.777
H8 -0.131 -2.485 -0.164
H9 1.274 -0.193 -2.134
H10 -2.976 -0.314 -0.387
H11 -2.165 -2.084 0.869
H12 2.832 0.182 -2.043
H13 -1.199 1.186 -0.532
H14 2.286 -1.952 -0.840
H15 0.956 0.124 1.110
H16 -0.429 -1.006 -0.923
H17 3.092 -0.708 0.032

energy relative to the best compared isomer or geometry (same formula, charge and spin): 0.3511 eV
E: -10482.583 eV
net charge: +1
HOMO level: -13.566 eV
orbital gap: 10.54 eV

=====

6.
Density functional theory data (ωB97M-V with the def2-TZVPD basis set) for a molecular structure, C4H6O4.

Geometry (Å):
O1 -0.651 1.810 -0.533
O2 -0.919 -1.453 0.357
O3 1.567 -1.031 -0.756
O4 2.022 0.788 0.371
C1 -1.122 0.711 0.228
C2 1.242 -0.133 0.095
C3 -0.107 -0.301 0.726
C4 -1.811 -0.458 -0.404
H1 -0.047 -0.257 1.871
H2 -2.879 -0.519 -0.058
H3 0.813 -1.755 -0.726
H4 -1.681 -0.496 -1.555
H5 0.124 2.227 -0.029
H6 -1.701 0.965 1.111

energy relative to the best compared isomer or geometry (same formula, charge and spin): 2.6633 eV
E: -12433.509 eV
net charge: 0
HOMO level: -10.375 eV
orbital gap: 10.98 eV

=====

Q: energy relative to the best compared isomer or geometry (same formula, charge and spin) of number 6 (C4H6O4)?
A: 2.6633 eV